[1]
Here is a structure of composition C40H30GeN4O12SV in a non-equilibrium geometry from OMol25. Energies are from ωB97M-V/def2-TZVPD.

## Properties
2S+1: 2
Energy relative to the best compared isomer or geometry (same formula, charge and spin) (eV): 0.000
Total charge: -2
HOMO energy (alpha / beta) (eV): 0.2 / 0.2
Frontier orbital gap (alpha / beta) (hartree): 0.09960 / 0.10137

CARTESIAN COORDINATES (ANGSTROEM)
V  0.307062  1.528372  0.924400
O  2.229586  0.426930  -2.882133
C  1.919744  0.303309  -1.566285
O  1.074148  -0.472628  -1.192655
C  2.752020  1.116631  -0.669245
C  4.076015  1.427787  -0.964208
C  4.879645  1.996921  0.006385
C  4.339802  2.176289  1.282804
C  3.005176  1.898287  1.488751
N  2.192632  1.449061  0.520418
C  2.287694  2.061580  2.825123
O  2.909221  2.440718  3.811574
O  1.059852  1.773901  2.754627
H  1.542595  -0.042223  -3.384705
H  4.462083  1.188557  -1.943129
H  5.903486  2.267259  -0.206201
H  4.931222  2.538977  2.110220
S  -1.949205  2.333134  1.722319
C  -0.989042  3.740301  1.772709
C  -1.402631  4.977125  2.294167
C  -0.513910  6.024338  2.303114
C  0.777076  5.828194  1.815719
C  1.108178  4.585434  1.314215
N  0.247868  3.575032  1.276504
H  -2.405939  5.068153  2.681433
H  -0.802967  6.989717  2.695787
H  1.493989  6.628725  1.786898
H  2.102154  4.395243  0.920623
O  1.085669  -1.085706  3.050846
C  0.070075  -0.788324  2.447566
O  0.035303  -0.144491  1.350442
C  -1.309700  -1.216365  2.959591
C  -2.082105  -1.889355  1.839676
Ge  -1.228436  -3.474457  0.953028
C  -1.209759  -5.006759  2.266895
C  -1.661029  -6.290106  1.984808
C  -1.627233  -7.293969  2.938157
C  -1.115435  -7.039669  4.197599
C  -0.626688  -5.777439  4.486550
C  -0.675778  -4.777899  3.531368
C  0.625832  -3.341243  0.261557
C  0.874547  -3.328842  -1.102771
C  2.162372  -3.178858  -1.582950
C  3.220660  -3.052406  -0.702848
C  2.986348  -3.104593  0.660382
C  1.697427  -3.255659  1.137256
C  -2.410323  -3.692143  -0.637172
C  -2.317824  -2.652617  -1.561484
C  -3.079904  -2.656145  -2.714669
C  -3.961321  -3.696791  -2.959699
C  -4.085596  -4.720393  -2.036967
C  -3.313628  -4.715246  -0.886931
H  -1.824929  -0.298629  3.264782
H  -1.180806  -1.859196  3.832146
H  -2.234649  -1.151915  1.049659
H  -3.066817  -2.205857  2.195058
H  -2.043566  -6.513178  0.999603
H  -2.001067  -8.281588  2.697588
H  -1.090149  -7.822522  4.945183
H  -0.207094  -5.573305  5.462070
H  -0.285842  -3.799362  3.772090
H  0.053337  -3.415331  -1.799360
H  2.339356  -3.138805  -2.650066
H  4.226653  -2.908302  -1.077516
H  3.808321  -3.014789  1.356757
H  1.526804  -3.271308  2.203754
H  -1.644709  -1.823207  -1.376806
H  -2.982747  -1.842824  -3.418022
H  -4.558251  -3.707844  -3.861793
H  -4.786505  -5.527416  -2.213232
H  -3.432766  -5.514042  -0.167482
O  -0.968062  0.854390  -2.462014
C  -0.586347  1.875813  -1.892568
O  -0.161714  1.875758  -0.680256
C  -0.578011  3.199222  -2.606405
C  0.009406  4.304735  -2.007513
C  -0.008008  5.549101  -2.661994
C  -0.598968  5.673498  -3.912168
C  -1.152310  4.554761  -4.522997
C  -1.153375  3.307546  -3.869300
N  -1.701726  4.688472  -5.810702
O  -2.165881  3.680379  -6.370126
O  -1.700893  5.808946  -6.352097
N  0.588867  6.666646  -2.054719
O  0.487200  7.778840  -2.602322
O  1.206898  6.504215  -0.987340
H  0.484899  4.224892  -1.045204
H  -0.613875  6.629975  -4.413668
H  -1.593703  2.446586  -4.342478

Forces on the atoms, in the same order (eV/Å):
1.99 1.98 3.02
0.18 0.19 -0.75
0.22 -0.38 0.45
0.05 0.08 -0.16
0.33 -0.29 -1.14
-0.13 0.10 0.08
0.19 -0.06 -0.34
-0.72 0.03 0.27
0.98 0.53 1.27
-0.87 -0.15 -0.48
1.33 0.09 -0.17
0.15 0.13 0.24
-0.64 -0.16 0.61
0.06 -0.01 0.39
0.00 -0.01 -0.11
0.11 -0.06 -0.03
-0.07 0.01 0.12
-0.74 -0.33 0.15
-0.41 0.19 0.15
0.11 0.06 -0.04
0.14 -0.12 0.01
-0.02 -0.11 -0.02
0.27 0.37 0.08
-0.18 1.12 0.13
-0.06 -0.01 0.01
-0.05 0.08 0.03
0.14 0.11 0.01
-0.05 -0.04 0.00
0.00 -0.17 0.19
0.00 -0.94 1.52
-1.19 -3.08 -0.08
0.44 0.15 -0.09
0.20 -0.34 -0.19
-0.21 -0.08 0.10
-0.06 0.56 -0.60
-0.11 0.03 -0.21
-0.05 -0.22 -0.03
0.01 -0.09 0.08
0.05 -0.06 0.18
0.03 0.25 0.01
-0.71 -0.05 0.17
-0.11 -0.11 -0.06
0.11 -0.16 -0.17
0.12 -0.03 -0.06
0.14 -0.03 0.09
0.04 -0.04 0.21
0.42 -0.02 0.53
0.08 0.13 0.12
-0.05 0.06 -0.15
-0.07 -0.02 -0.08
-0.14 -0.14 -0.08
0.03 -0.13 0.21
0.01 -0.06 0.04
-0.02 0.10 -0.03
-0.04 -0.09 -0.09
0.00 -0.15 -0.12
-0.04 -0.09 -0.08
-0.01 -0.04 -0.04
0.01 -0.02 0.02
0.04 0.05 0.06
0.07 0.11 0.09
0.02 0.04 -0.10
-0.01 0.01 -0.06
0.02 0.01 -0.01
0.04 0.06 0.06
0.08 0.04 0.04
0.08 0.14 -0.07
0.02 0.12 -0.05
-0.04 0.03 -0.06
-0.02 -0.03 0.00
-0.05 -0.07 0.00
-0.37 0.45 -0.46
-0.03 -0.76 -0.15
-1.09 1.44 -4.38
0.08 -0.01 0.24
0.03 0.57 -0.29
-0.66 -1.88 -0.40
-0.15 0.30 -0.52
0.94 -0.39 2.29
-0.07 0.42 -0.44
-1.19 0.19 -2.71
0.58 1.20 0.76
-0.01 -1.23 0.61
1.26 1.83 1.34
-0.05 -0.93 0.29
-0.65 0.12 -1.35
-0.04 -0.11 0.09
0.02 -0.07 0.04
0.00 -0.13 0.04

[2]
Here is a structure of composition C15H11AuFN3 in a non-equilibrium geometry from OMol25. Energies are from ωB97M-V/def2-TZVPD.

## Properties
2S+1: 1
Energy relative to the best compared isomer or geometry (same formula, charge and spin) (eV): 0.350
Total charge: +2
HOMO energy (eV): -16.2
Frontier orbital gap (hartree): 0.28210

CARTESIAN COORDINATES (ANGSTROEM)
Au  0.718243  1.159380  0.111222
C  4.512090  -0.776938  0.389436
C  4.138401  -2.123454  0.303035
C  2.807963  -2.453035  0.166760
C  1.829384  -1.434170  0.114933
N  2.237530  -0.111269  0.203629
C  3.522378  0.198437  0.334905
C  0.423063  -1.619669  -0.022863
C  -0.317686  -2.810393  -0.137392
C  -1.703578  -2.750581  -0.263774
C  -2.367215  -1.525130  -0.278509
C  -1.630100  -0.333067  -0.164266
N  -0.265058  -0.429108  -0.041111
C  -2.085365  1.018733  -0.154689
C  -3.426566  1.448667  -0.262814
C  -3.722716  2.794069  -0.238697
C  -2.687640  3.726970  -0.106714
C  -1.379378  3.266872  -0.002807
N  -1.086444  1.971374  -0.025307
H  5.544804  -0.476485  0.496927
H  4.897616  -2.890932  0.344127
H  2.503926  -3.484984  0.098904
H  3.761354  1.252964  0.397582
H  0.170963  -3.773350  -0.128843
H  -2.271177  -3.665193  -0.351617
H  -3.442297  -1.508051  -0.377650
H  -4.211830  0.717195  -0.363854
H  -4.743680  3.137588  -0.320382
H  -2.877791  4.790918  -0.083550
H  -0.545392  3.950013  0.100906
F  1.696199  2.732631  0.262474

Forces on the atoms, in the same order (eV/Å):
0.22 0.35 0.03
-0.47 -0.55 -0.06
0.72 1.02 0.11
-1.63 0.85 -0.12
3.02 -0.03 0.28
0.30 -1.43 -0.03
0.49 0.15 0.05
-2.78 0.09 -0.25
0.40 0.66 0.06
0.31 0.55 0.05
0.41 0.60 0.06
1.26 -2.41 0.02
-1.85 -3.04 -0.29
-1.35 2.64 -0.02
1.44 -1.06 0.09
0.59 1.07 0.10
-0.28 -0.65 -0.05
-0.08 0.50 0.01
-1.37 -0.35 -0.14
-0.02 -0.02 0.00
-0.02 -0.09 -0.01
-0.06 -0.10 -0.01
-0.08 0.02 -0.01
0.12 0.03 0.01
-0.03 -0.05 0.00
-0.03 0.12 0.00
-0.07 -0.10 -0.01
-0.07 -0.05 -0.01
0.00 -0.04 0.00
0.06 -0.06 0.00
0.84 1.36 0.13

[3]
Here is a structure of composition C47H39ClCuO5P2S2 in a non-equilibrium geometry from OMol25. Energies are from ωB97M-V/def2-TZVPD.

## Properties
2S+1: 1
Energy relative to the best compared isomer or geometry (same formula, charge and spin) (eV): 3.907
Total charge: -1
HOMO energy (eV): -3.7
Frontier orbital gap (hartree): 0.22195

CARTESIAN COORDINATES (ANGSTROEM)
Cu  -17.898727  2.028298  9.567848
O  -19.483722  4.048337  13.373292
C  -19.324907  5.434616  13.625797
C  -18.934032  5.861094  14.852203
C  -18.846320  7.216174  15.179448
C  -19.250846  8.124826  14.233658
C  -19.608200  7.678889  12.956573
C  -19.464235  6.347447  12.584341
P  -18.983409  6.126522  10.842261
C  -17.440793  7.044845  10.661842
C  -17.389132  8.415405  10.468563
C  -16.149897  9.086581  10.296589
C  -14.979375  8.285228  10.162134
C  -15.016108  6.901700  10.381275
C  -16.247059  6.331893  10.593625
C  -20.136249  7.133401  9.921397
C  -21.458682  7.285360  10.379936
C  -22.353995  8.093750  9.721732
C  -21.990613  8.728560  8.533038
C  -20.659572  8.613414  8.079213
C  -19.770159  7.759223  8.703272
C  -19.533094  3.101908  14.371996
C  -20.491742  3.241556  15.360950
C  -20.264882  2.758737  16.625639
C  -19.056272  2.079359  16.825093
C  -18.228111  1.729128  15.775785
C  -18.583563  2.028764  14.483538
P  -17.982302  1.053085  13.129491
C  -18.911555  -0.515004  13.298831
C  -19.423384  -1.086322  12.124853
C  -20.083356  -2.262091  12.169031
C  -20.355835  -2.926289  13.414320
C  -19.895181  -2.322741  14.599643
C  -19.150870  -1.146426  14.517657
C  -16.227873  0.778247  13.361154
C  -15.744713  -0.432965  12.813663
C  -14.420550  -0.731442  12.970973
C  -13.503757  0.238317  13.512296
C  -14.019473  1.416946  14.082204
C  -15.391824  1.694196  13.946604
H  -18.591070  5.153985  15.615657
H  -18.558602  7.560360  16.224513
H  -19.405383  9.157622  14.493149
H  -19.899663  8.323850  12.148793
H  -18.268239  9.027401  10.328439
H  -16.156262  10.206566  10.298469
H  -14.032750  8.751760  9.958285
H  -14.104309  6.344751  10.260722
H  -16.246343  5.259838  10.673574
H  -21.881797  6.588246  11.136006
H  -23.413980  8.167504  10.068411
H  -22.755678  9.272975  7.966111
H  -20.301816  9.205305  7.230125
H  -18.764546  7.529381  8.327507
H  -21.405522  3.735849  15.006985
H  -20.970858  2.837689  17.478932
H  -18.625767  1.797100  17.816240
H  -17.438784  1.066937  15.970407
H  -19.262291  -0.551783  11.207895
H  -20.405297  -2.722750  11.195124
H  -20.803859  -3.903650  13.421725
H  -20.138252  -2.787271  15.556462
H  -18.719751  -0.631141  15.409999
H  -16.409002  -1.003641  12.125923
H  -13.985937  -1.757709  12.770805
H  -12.431230  0.028670  13.593310
H  -13.353522  2.048546  14.703943
H  -15.768871  2.712140  14.283806
C  -14.121841  -1.196387  9.282086
O  -14.392073  0.180333  9.758681
C  -15.627944  0.649201  9.682107
S  -17.038337  -0.182101  9.196586
S  -15.811659  2.269842  10.244801
H  -13.028272  -1.185672  9.124718
H  -14.583344  -1.313251  8.273025
H  -14.430733  -1.849291  10.085588
C  -25.176948  3.082213  6.849826
C  -24.887118  2.039522  7.899309
C  -25.962498  1.213613  8.407314
C  -25.672493  0.151947  9.302724
Cl  -26.887648  -0.930088  9.846215
C  -24.359371  0.025786  9.815742
C  -23.266636  0.672758  9.214587
C  -23.583876  1.728424  8.355822
O  -22.595141  2.417826  7.726340
C  -21.597713  3.099756  8.505960
C  -20.356970  2.341192  8.963941
O  -20.299035  1.118254  9.220767
O  -19.334661  3.129735  9.105648
H  -25.714928  3.930627  7.237336
H  -25.757481  2.682280  6.017858
H  -24.191142  3.390829  6.411904
H  -26.992028  1.378503  8.070018
H  -24.127471  -0.556136  10.708983
H  -22.224897  0.369020  9.408625
H  -22.121713  3.505517  9.387870
H  -21.260240  3.913832  7.938354

Forces on the atoms, in the same order (eV/Å):
0.41 -0.08 0.35
-0.04 0.12 -1.25
0.03 -2.34 -0.72
1.00 0.32 2.45
0.02 -0.08 1.07
-1.14 0.50 -0.57
0.91 -0.14 0.79
-0.31 0.90 -0.10
-0.20 -2.77 -0.72
0.29 0.65 -0.14
1.50 1.29 -0.20
-0.08 -0.94 -0.05
-0.87 0.77 0.88
-0.31 1.90 -0.83
0.02 -1.10 0.38
-0.90 0.71 -0.35
-0.03 -1.18 0.25
-1.34 0.18 -0.88
0.46 0.30 0.20
-0.56 0.15 -0.49
0.16 -0.48 1.23
1.06 -0.09 0.07
-0.85 0.65 -0.68
0.30 -1.07 1.23
0.85 0.25 1.78
-2.02 0.06 0.31
0.06 1.81 0.14
-0.57 1.10 -2.87
0.15 -0.39 0.62
0.90 1.50 0.49
-1.48 -2.74 0.11
1.24 1.55 -0.76
-0.39 -0.47 -0.68
0.43 0.79 0.67
-0.54 -1.02 -0.11
-0.51 0.41 -0.40
2.55 -0.30 0.29
-1.27 -0.36 0.78
0.39 -0.65 -0.41
0.59 1.56 0.98
-0.47 0.04 -0.37
-0.27 -0.64 -1.56
0.24 0.32 0.00
0.09 0.68 0.11
-0.27 -0.10 0.52
0.27 -1.22 -0.38
0.26 0.24 -0.03
0.00 -0.38 0.12
-0.39 -0.43 0.16
0.73 0.90 -0.05
1.04 -0.15 -0.29
0.56 0.04 0.27
-0.36 -0.42 0.05
-0.48 0.53 -0.03
0.39 0.26 0.68
0.43 0.17 -0.90
-1.07 0.29 -0.58
1.14 -0.74 0.12
0.01 0.06 -0.49
0.22 0.42 1.19
-0.36 -0.08 0.05
0.26 0.15 -0.18
-0.66 -0.88 -0.60
0.45 0.00 1.05
-0.69 1.36 -0.35
-0.51 -0.11 0.00
-0.51 -0.13 -0.84
0.31 -1.57 -0.22
0.36 2.04 -0.70
0.29 -1.27 -0.80
-0.65 0.95 0.70
0.98 -0.44 -0.08
1.01 -0.49 -0.17
-0.48 -0.22 0.37
-0.08 -0.32 1.10
-0.19 -0.53 -0.30
1.57 -0.28 -0.57
-1.47 -1.88 1.41
1.44 -0.23 -0.13
1.47 2.06 -0.16
-0.56 -0.18 0.26
0.19 -0.22 -0.38
-1.49 0.23 0.51
0.07 -0.03 -1.17
0.95 0.30 -0.26
-1.20 -1.09 1.16
1.67 -0.47 0.55
-0.89 1.01 -0.46
-2.33 -0.14 -0.66
-0.07 0.44 0.24
-0.11 -0.20 0.13
-1.00 0.06 0.45
0.44 -0.13 0.05
-0.39 -0.51 -0.54
-0.55 0.65 0.09
0.38 -0.06 0.01
0.37 1.08 -0.96